[1]
DFT (ωB97M-V/def2-TZVPD) results for C25H31F5N2PS2V as an isolated structure.

The geometry in ORCA input format:
```
! RIJCOSX wB97M-V def2-TZVPD def2/J DEFGRID3
* xyz 2 3
V 0.82182 -0.09509 -0.03027
F -2.97782 2.71476 4.63303
C -2.61966 1.87005 3.68827
C -1.28006 1.74952 3.33796
F -0.34847 2.47910 3.93012
C -0.96241 0.85802 2.34008
F 0.36789 0.75340 1.94896
C -1.87482 0.08084 1.65892
S -1.31596 -1.05105 0.42215
C -3.20527 0.22682 2.02477
F -4.14074 -0.48711 1.41377
C -3.57816 1.10932 3.03080
F -4.84728 1.23170 3.36410
C 5.39182 1.18582 -1.02960
C 4.88435 0.09200 -1.71804
C 3.55066 -0.22842 -1.58056
N 2.71879 0.49223 -0.81245
C 3.21600 1.55482 -0.15619
C 4.54065 1.93458 -0.22965
H 6.43719 1.44993 -1.11735
H 5.51562 -0.51317 -2.35301
H 3.12421 -1.08736 -2.08203
H 2.51988 2.13119 0.44843
H 4.88918 2.79500 0.32249
C 1.65624 0.21183 -4.40675
C 0.65698 1.11577 -3.68142
C 1.32648 2.43028 -3.27958
P -0.25401 0.30770 -2.29372
C -1.15767 -1.15066 -2.97241
C -1.62704 -0.98591 -4.42051
C -0.37095 -2.45042 -2.78863
C -1.52193 1.55528 -1.77312
C -0.91007 2.54786 -0.76827
C -2.24164 2.30938 -2.89112
H 1.87271 0.64339 -5.38455
H 1.29413 -0.80076 -4.57118
H 2.60060 0.16108 -3.86831
H -0.15807 1.34248 -4.37709
H 2.04964 2.28526 -2.47506
H 0.61519 3.19435 -2.97468
H 1.87316 2.82404 -4.13740
H -2.04139 -1.19979 -2.32827
H -0.79496 -0.99426 -5.12352
H -2.20175 -0.07668 -4.58255
H -2.27291 -1.82724 -4.67353
H 0.51208 -2.48528 -3.42841
H -1.00275 -3.29454 -3.06672
H -0.05250 -2.60132 -1.75578
H -2.25864 0.94284 -1.24948
H -0.51804 3.43296 -1.26562
H -0.06219 2.14180 -0.18650
H -1.65287 2.87477 -0.04076
H -1.56154 2.92454 -3.48008
H -2.98089 2.97759 -2.44612
H -2.77761 1.64227 -3.56230
S 2.02451 -2.05209 0.43767
C 1.56671 -2.96441 1.87422
N 0.31612 -2.98901 2.36357
C -0.05475 -3.71443 3.43450
C 0.86552 -4.48658 4.09208
C 2.17585 -4.49717 3.61528
C 2.52794 -3.73826 2.51460
H -0.38007 -2.42735 1.85514
H -1.09353 -3.64249 3.72339
H 0.57038 -5.06628 4.95348
H 2.92424 -5.10373 4.10796
H 3.53796 -3.73710 2.13181
*
```

HOMO energy (spin up / spin down) = -14.1 / -14.2 eV
calculated total energy = -99629.287 eV
M = 600.58 Da
energy relative to the best compared isomer or geometry (same formula, charge and spin) = 0.824 eV
expectation value of S² = 2.039
E_LUMO (spin up / spin down) = -0.2686 / -0.2373 Eh
HOMO-LUMO gap (spin up / spin down) = 6.77 / 7.73 eV

[2]
DFT (ωB97M-V/def2-TZVPD) results for a 2-piece molecular cluster, C25H31N2O2 overall in a non-equilibrium geometry.

The geometry in ORCA input format:
```
! RIJCOSX wB97M-V def2-TZVPD def2/J DEFGRID3
* xyz 1 1
C -2.77033 -0.23349 3.02107
C -1.92491 1.01234 3.29087
C -0.90971 1.30938 2.19034
C 0.42813 0.63662 2.45199
N 1.48436 1.35299 2.67176
C 2.73856 0.61220 2.79409
C 2.58025 -0.74933 3.39590
C 1.55826 -1.54160 2.62563
N 0.37753 -0.72426 2.43145
C -0.78704 -1.45981 1.96532
C -1.96542 -1.52388 2.95155
H -3.51921 -0.33547 3.81610
H -3.31702 -0.10458 2.07554
H -2.59160 1.87797 3.37208
H -1.42952 0.92377 4.26906
H -1.28243 0.98829 1.20724
H -0.70542 2.38334 2.14404
H 3.17484 0.48558 1.79038
H 3.41130 1.23238 3.38687
H 3.52368 -1.29002 3.37471
H 2.26362 -0.66361 4.43552
H 1.95542 -1.85732 1.64579
H 1.27083 -2.46271 3.15213
H -1.14435 -1.05840 1.00452
H -0.46523 -2.49228 1.78274
H -1.60357 -1.80249 3.95191
H -2.63026 -2.34105 2.63277
C 7.76799 3.59044 4.65784
O 7.13642 3.55687 3.36052
C 5.82926 3.90801 3.24776
C 5.22020 3.67368 1.98623
C 3.85502 3.71121 1.87325
C 3.00870 3.97173 3.00029
C 1.61561 3.73720 2.85962
C 0.63033 4.12348 3.82655
C -0.60589 4.72754 3.42506
C -1.57304 5.03456 4.37095
C -1.31216 4.76911 5.74048
O -2.35396 5.05679 6.56889
C -3.44468 5.59414 5.73319
C -2.96022 5.58715 4.27296
C -0.10005 4.21482 6.17913
C 0.85276 3.91534 5.22666
C 3.66865 4.48679 4.16985
C 5.04178 4.39364 4.32171
H 8.78062 3.23993 4.46409
H 7.79338 4.61160 5.05765
H 7.26036 2.92032 5.36346
H 5.86367 3.40205 1.14892
H 3.38578 3.51084 0.90670
H 1.26838 3.63903 1.82388
H -0.78789 4.97508 2.37089
H -4.33202 4.96419 5.89090
H -3.67842 6.60660 6.09282
H -2.98754 6.60066 3.85816
H -3.62204 4.96905 3.65594
H 0.04704 4.04538 7.24017
H 1.79447 3.47819 5.53863
H 3.09454 4.95028 4.97227
H 5.52502 4.65474 5.26908
*
```

HOMO energy = -11.0 eV
calculated total energy = -33496.459 eV
M = 391.53 Da
energy relative to the best compared isomer or geometry (same formula, charge and spin) = 0.826 eV
E_LUMO = -0.1531 Eh
HOMO-LUMO gap = 6.81 eV

[3]
DFT (ωB97M-V/def2-TZVPD) results for a single C25H31N3O4S molecule in a non-equilibrium geometry.

The geometry in ORCA input format:
```
! RIJCOSX wB97M-V def2-TZVPD def2/J DEFGRID3
* xyz 0 1
C 0.20640 3.23068 1.73474
O 1.40137 2.86019 2.38227
C 2.49035 3.67546 2.28939
C 2.45373 4.96749 1.77787
C 3.61045 5.72611 1.71386
C 4.81266 5.20879 2.15675
C 4.85079 3.92420 2.67294
C 3.70797 3.14777 2.74983
C 3.77307 1.74888 3.29970
N 4.40763 0.83044 2.35539
C 4.53021 -0.51557 2.87490
C 3.20065 -1.28304 2.94374
C 2.51892 -1.30616 1.57273
C 1.13091 -1.94589 1.69381
N 0.38485 -2.00496 0.45235
S -0.60617 -0.72265 0.02479
O -0.06894 -0.05245 -1.12794
O -0.89215 0.06237 1.19270
C -2.07952 -1.59801 -0.50338
C -2.42900 -1.47548 -1.83044
C -3.55901 -2.12810 -2.32113
C -3.94104 -2.00989 -3.71370
C -3.39619 -1.31472 -4.76475
C -4.24419 -1.61966 -5.85822
C -4.13317 -1.13982 -7.25698
N -5.20066 -2.42531 -5.47372
O -5.02758 -2.67418 -4.15641
C -4.31874 -2.89918 -1.43924
C -3.95380 -3.00881 -0.11252
C -2.82527 -2.36242 0.38708
C -2.42456 -2.49487 1.81675
C 2.41908 0.11698 1.02475
C 3.79256 0.79648 1.04227
H -0.42970 2.34560 1.76307
H -0.28741 4.06111 2.25041
H 0.38713 3.50106 0.69037
H 1.52524 5.39121 1.42826
H 3.56334 6.72812 1.31297
H 5.71395 5.80037 2.10275
H 5.78352 3.50352 3.01736
H 4.39887 1.74733 4.19877
H 2.75921 1.43823 3.58373
H 5.21993 -1.05373 2.21552
H 4.98222 -0.46685 3.86899
H 2.53909 -0.79962 3.66477
H 3.38723 -2.30151 3.29122
H 3.12747 -1.91169 0.88705
H 1.22132 -2.96651 2.08498
H 0.51644 -1.35858 2.37853
H 0.95021 -2.27173 -0.33937
H -1.80825 -0.86330 -2.46359
H -2.53330 -0.68377 -4.76793
H -4.93989 -1.55867 -7.85073
H -3.17675 -1.44121 -7.68091
H -4.18951 -0.05294 -7.28451
H -5.19650 -3.40649 -1.80904
H -4.55488 -3.60780 0.55566
H -2.14340 -1.52299 2.21388
H -1.55630 -3.14776 1.89552
H -3.23439 -2.91393 2.40868
H 2.03067 0.11266 0.00571
H 1.72362 0.68963 1.63760
H 4.47897 0.25219 0.38375
H 3.71053 1.81906 0.67092
*
```

HOMO energy = -8.1 eV
structure (SMILES) = COc1ccccc1CN1CCC(CNS(=O)(=O)c2cc(-c3cc(C)no3)ccc2C)CC1
calculated total energy = -49922.301 eV
M = 469.61 Da
energy relative to the best compared isomer or geometry (same formula, charge and spin) = 3.602 eV
E_LUMO = 0.0068 Eh
HOMO-LUMO gap = 8.32 eV